(1)
Density functional theory data (the ωB97M-V functional and the def2-TZVPD basis) for a structure of composition C22H18Br4N2O2S2W.

Results
* frontier orbital gap (alpha / beta): 0.2591 / 0.2591 Ha
* lowest unoccupied orbital energy (alpha / beta): -0.23 / -0.23 eV
* net charge: 0
* energy relative to the best compared isomer or geometry (same formula, charge and spin): 0.000 eV
* largest force on an atom: 0.417 eV Å⁻¹

```
51
C22H18Br4N2O2S2W the ωB97M-V functional and the def2-TZVPD basis
W 0.4877 -0.2975 1.0518
C 1.2896 2.7182 0.5701
N 1.1011 1.4525 -0.2052
C 0.0025 1.6171 -1.1885
C -1.3219 1.7216 -0.4507
N -1.5563 0.5316 0.4278
C -2.1653 -0.5615 -0.3818
C -2.4378 0.9095 1.5356
C -3.7699 1.2258 1.3105
C -4.5782 1.6042 2.3701
C -4.0450 1.6742 3.6508
C -2.7105 1.3764 3.8662
C -1.8909 0.9906 2.8074
S -0.1723 0.6342 3.0726
C 2.4120 1.1434 -0.7988
C 2.7695 1.5601 -2.0658
C 4.0490 1.2902 -2.5348
C 4.9563 0.6262 -1.7237
C 4.5880 0.2181 -0.4492
C 3.3046 0.4588 0.0209
S 2.7256 -0.0855 1.6102
H 1.5075 3.5309 -0.1265
H 2.1239 2.5812 1.2514
H 0.4081 2.9475 1.1619
H 0.0315 0.7513 -1.8473
H 0.1407 2.5257 -1.7824
H -2.1365 1.8176 -1.1742
H -1.3491 2.6067 0.1805
H -3.0977 -0.2259 -0.8389
H -2.3611 -1.4136 0.2629
H -1.4744 -0.8513 -1.1703
H -4.1870 1.1780 0.3122
H -5.6187 1.8418 2.1951
H -4.6718 1.9628 4.4842
H -2.2871 1.4346 4.8607
H 2.0671 2.0793 -2.7044
H 4.3319 1.5982 -3.5322
H 5.9529 0.4102 -2.0856
H 5.2894 -0.3168 0.1785
Br 0.6458 -5.4995 -3.7004
C 0.3876 -4.4855 -2.1326
C -0.1932 -5.0664 -1.0017
Br -0.7268 -6.8740 -1.0168
C -0.3872 -4.3059 0.1547
Br -1.1884 -4.9782 1.7136
C 0.0156 -2.9844 0.1594
O -0.1318 -2.1288 1.1819
C 0.6081 -2.3952 -0.9645
O 0.9304 -1.1340 -0.8026
C 0.7828 -3.1481 -2.1194
Br 1.5497 -2.2661 -3.5928
```

(2)
Density functional theory data (the ωB97M-V functional and the def2-TZVPD basis) for a structure of composition C22H18BrClFeN4O6Se3Te.

Results
* frontier orbital gap (alpha / beta): 0.2557 / 0.1987 Ha
* lowest unoccupied orbital energy (alpha / beta): 2.22 / 0.58 eV
* ⟨S²⟩: 8.767
* net charge: -1
* energy relative to the best compared isomer or geometry (same formula, charge and spin): 0.000 eV
* spin multiplicity: 6
* largest force on an atom: 0.667 eV Å⁻¹

```
57
C22H18BrClFeN4O6Se3Te the ωB97M-V functional and the def2-TZVPD basis
Fe -0.1395 0.0723 -0.5827
C -1.5337 -2.1225 1.5157
O -1.1532 -0.7651 1.3343
C -1.0902 0.0489 2.4162
C -1.3223 -0.3694 3.7095
C -1.1673 0.5542 4.7382
Br -1.5029 -0.0204 6.5173
C -0.7711 1.8465 4.5109
C -0.5363 2.2743 3.1943
C -0.7369 1.3821 2.1504
O -0.5039 1.7357 0.8474
C -0.0338 3.6429 3.0075
N 0.3969 4.3723 4.0124
C 0.8006 5.5638 3.4556
C 1.3447 6.7026 4.0521
C 1.6557 7.7713 3.2353
C 1.4370 7.7254 1.8490
C 0.9046 6.6069 1.2382
C 0.5951 5.5316 2.0654
N 0.0762 4.2896 1.8073
H -2.5592 -2.1911 1.8839
H -0.8473 -2.6233 2.2025
H -1.4602 -2.5677 0.5292
H -1.6170 -1.3845 3.9277
H -0.6213 2.5496 5.3158
H -1.1967 2.3545 0.4699
H 1.5118 6.7339 5.1216
H 2.0784 8.6703 3.6681
H 1.6933 8.5884 1.2468
H 0.7323 6.5627 0.1697
H -0.3026 4.0014 0.9076
Se 1.9631 1.1293 -2.1635
Se 0.8825 2.7084 -3.3453
Te -1.4597 2.1208 -2.4186
Se -1.8897 3.9569 -0.8338
O 0.9368 -1.8537 -0.6875
N 1.8827 -2.0385 0.1176
N 2.1501 -1.0161 0.8457
O 1.4886 0.1187 0.7516
C 3.1648 -1.1167 1.8345
C 3.9518 -2.2632 1.9442
C 4.9154 -2.3239 2.9361
C 5.0997 -1.2613 3.8109
C 4.3131 -0.1274 3.6876
C 3.3424 -0.0458 2.7003
H 3.8002 -3.0835 1.2602
H 5.5293 -3.2119 3.0258
H 5.8552 -1.3190 4.5848
H 4.4488 0.7056 4.3656
H 2.7160 0.8269 2.5875
Cl -4.6855 -2.4846 -0.4777
C -3.9227 -1.5602 -1.8056
C -2.8464 -0.6398 -1.2364
O -3.1820 0.4332 -0.7298
O -1.6487 -1.0538 -1.3877
H -4.7100 -0.9762 -2.2704
H -3.4983 -2.2856 -2.4903
```

(3)
Density functional theory data (the ωB97M-V functional and the def2-TZVPD basis) for a structure of composition C22H18Cl3N7OPtSSe.

Results
* frontier orbital gap (alpha / beta): 0.2191 / 0.2292 Ha
* lowest unoccupied orbital energy (alpha / beta): -0.22 / -0.25 eV
* ⟨S²⟩: 2.023
* net charge: 0
* spin multiplicity: 3
* largest force on an atom: 0.805 eV Å⁻¹

```
54
C22H18Cl3N7OPtSSe the ωB97M-V functional and the def2-TZVPD basis
Pt -0.6007 -0.0463 0.0389
N 3.9563 -0.7420 0.1511
C 2.8977 -0.6303 -0.6674
N 1.8162 -0.4418 0.0495
C 2.2846 -0.4424 1.3245
N 3.5813 -0.6219 1.4386
C 1.3614 -0.2349 2.4511
C 1.7949 0.0141 3.7465
N 0.9453 0.2469 4.7399
C -0.3469 0.2017 4.4266
C -0.7925 -0.0575 3.1398
N 0.0637 -0.2573 2.1392
H 4.9215 -0.9058 -0.0781
H 2.9514 -0.6973 -1.7417
H 2.8556 0.0340 3.9656
H -1.0575 0.3841 5.2235
H -1.8429 -0.1039 2.8866
Cl 2.1669 9.9334 6.6019
C 1.6324 8.7165 5.4882
C 1.0235 9.0866 4.3029
C 0.5942 8.0881 3.4430
C 0.7641 6.7347 3.7225
C 0.2751 5.7202 2.7047
C 1.4051 5.0637 1.9380
N 0.8659 4.1227 0.9801
C 0.3275 4.3981 -0.2577
C -0.1437 3.2107 -0.7334
N 0.0906 2.2212 0.1888
C 0.6899 2.8016 1.1988
O -0.4815 4.6792 3.2653
C -1.8347 5.0277 3.5404
C -2.6236 5.1396 2.2728
C -3.0041 4.0678 1.5211
Cl -2.7428 2.4184 1.8943
S -3.8247 4.5136 0.0894
C -3.7061 6.1719 0.4895
C -3.0433 6.3603 1.6621
C 1.3903 6.4058 4.9224
Cl 1.6591 4.7570 5.4056
C 1.8176 7.3833 5.8070
H 0.8777 10.1314 4.0668
H 0.0995 8.3662 2.5184
H -0.3336 6.2697 1.9764
H 2.0649 4.5344 2.6212
H 1.9913 5.8258 1.4231
H 0.3308 5.3913 -0.6748
H -0.6416 2.9947 -1.6638
H 0.9856 2.3336 2.1258
H -1.8847 5.9683 4.1000
H -2.2194 4.2348 4.1782
H -4.1286 6.9175 -0.1650
H -2.8624 7.3348 2.0986
H 2.2900 7.1011 6.7371
Se -2.3239 -0.5484 -1.3164
```